Entry 1:
{
  "formula": "C30H39N2O3RuSSi2",
  "method": "wB97M-V/def2-TZVPD",
  "species": ["Ru", "C", "O", "C", "C", "C", "C", "C", "C", "N", "N", "C", "C", "O", "C", "C", "C", "C", "C", "C", "C", "C", "H", "H", "H", "H", "H", "H", "H", "H", "H", "H", "H", "H", "H", "C", "Si", "C", "C", "H", "H", "H", "H", "H", "H", "H", "H", "H", "C", "Si", "C", "C", "H", "H", "H", "H", "H", "H", "H", "H", "H", "C", "S", "O", "C", "C", "C", "C", "C", "C", "H", "H", "H", "H", "H", "H", "H", "H"],
  "xyz": [[0.382, -0.064, 0.283], [-1.767, -0.232, 3.018], [-1.670, 0.151, 1.665], [-2.821, 0.248, 0.914], [-4.090, 0.234, 1.462], [-5.216, 0.352, 0.653], [-5.063, 0.478, -0.718], [-3.807, 0.477, -1.284], [-2.648, 0.356, -0.494], [-1.396, 0.305, -1.041], [-1.315, 0.306, -2.345], [-0.263, 0.254, -3.142], [1.136, 0.132, -2.773], [1.562, -0.136, -1.583], [2.108, 0.311, -3.784], [1.796, 0.468, -5.107], [0.449, 0.427, -5.526], [0.096, 0.457, -6.887], [-1.214, 0.415, -7.287], [-2.226, 0.333, -6.327], [-1.908, 0.290, -4.991], [-0.577, 0.330, -4.551], [-2.327, 0.504, 3.600], [-0.741, -0.267, 3.383], [-2.237, -1.216, 3.115], [-4.229, 0.124, 2.525], [-6.198, 0.341, 1.103], [-5.933, 0.560, -1.351], [-3.677, 0.560, -2.351], [3.139, 0.291, -3.455], [2.583, 0.605, -5.837], [0.892, 0.492, -7.617], [-1.466, 0.434, -8.337], [-3.259, 0.289, -6.641], [-2.689, 0.202, -4.252], [-2.179, -2.774, -0.249], [-0.294, -2.373, -0.051], [0.476, -3.105, -1.665], [0.245, -3.538, 1.406], [-2.307, -3.848, -0.348], [-2.593, -2.308, -1.137], [-2.774, -2.446, 0.597], [0.250, -4.165, -1.741], [1.554, -2.981, -1.704], [0.060, -2.612, -2.539], [-0.178, -4.523, 1.244], [-0.112, -3.180, 2.367], [1.321, -3.647, 1.475], [-0.875, 3.169, 0.964], [0.678, 2.336, 0.170], [0.858, 3.092, -1.595], [2.225, 3.034, 1.111], [-0.738, 4.247, 0.961], [-1.019, 2.851, 1.993], [-1.784, 2.943, 0.413], [0.953, 4.171, -1.513], [-0.003, 2.877, -2.220], [1.738, 2.719, -2.111], [2.128, 4.114, 1.165], [3.157, 2.811, 0.599], [2.295, 2.657, 2.125], [3.532, -0.303, 1.094], [2.159, -1.059, 2.037], [1.365, 0.087, 2.569], [3.178, -1.602, 3.460], [3.144, -0.913, 4.657], [3.792, -1.432, 5.765], [4.452, -2.647, 5.675], [4.491, -3.331, 4.469], [3.847, -2.811, 3.360], [3.986, 0.482, 1.689], [3.083, 0.104, 0.184], [4.255, -1.069, 0.843], [2.605, 0.022, 4.702], [3.766, -0.897, 6.703], [4.930, -3.065, 6.548], [5.003, -4.279, 4.401], [3.864, -3.341, 2.420]],
  "multiplicity": 6,
  "e_lumo_ev": [0.14, -1.87],
  "total_charge": 0
}

---

Entry 2:
{
  "formula": "C30H39N3OSV",
  "method": "wB97M-V/def2-TZVPD",
  "species": ["V", "N", "N", "C", "C", "C", "C", "H", "H", "H", "C", "C", "H", "H", "H", "C", "C", "H", "H", "H", "C", "H", "H", "H", "C", "H", "H", "H", "C", "H", "C", "H", "C", "H", "C", "H", "C", "C", "H", "C", "C", "H", "C", "H", "N", "C", "C", "C", "H", "C", "C", "H", "H", "H", "C", "H", "C", "C", "H", "H", "H", "C", "H", "H", "H", "C", "S", "C", "O", "H", "H", "H", "H", "H", "H"],
  "xyz": [[-0.793, 0.085, 0.351], [-4.917, 1.642, -0.336], [-0.146, 0.182, -2.796], [0.040, -1.158, 1.763], [-1.091, -1.770, 1.107], [-2.243, -0.962, 1.402], [-3.719, -1.375, 1.204], [-3.781, -2.269, 0.579], [-4.285, -0.527, 0.594], [-4.263, -1.483, 2.146], [-1.823, 0.172, 2.170], [-2.786, 1.128, 2.815], [-3.337, 0.621, 3.628], [-3.541, 1.505, 2.103], [-2.284, 1.997, 3.265], [-0.423, 0.045, 2.418], [0.326, 0.814, 3.448], [-0.072, 1.827, 3.587], [1.385, 0.893, 3.186], [0.266, 0.309, 4.424], [-1.086, -3.058, 0.353], [-1.295, -3.916, 1.010], [-0.111, -3.236, -0.124], [-1.849, -3.053, -0.438], [1.399, -1.744, 1.912], [2.162, -0.956, 1.969], [1.654, -2.384, 1.059], [1.480, -2.355, 2.826], [-5.467, 2.780, -0.723], [-6.417, 3.037, -0.205], [-4.884, 3.618, -1.712], [-5.432, 4.538, -2.031], [-3.643, 3.201, -2.279], [-3.227, 3.798, -3.131], [-2.988, 2.072, -1.742], [-2.040, 1.666, -2.135], [-3.614, 1.376, -0.629], [-3.358, 0.016, -0.139], [-2.996, -0.562, -1.000], [0.573, -0.124, -1.666], [-0.112, -0.857, -3.715], [-0.960, -1.049, -4.373], [1.142, -1.358, -3.546], [1.703, -1.847, -4.285], [1.602, -0.920, -2.277], [2.744, -1.333, -1.657], [3.097, -2.680, -1.821], [4.271, -3.122, -1.203], [4.586, -4.179, -1.310], [5.055, -2.232, -0.450], [6.364, -2.687, 0.130], [6.543, -2.185, 1.091], [7.191, -2.429, -0.552], [6.351, -3.776, 0.267], [4.646, -0.897, -0.265], [5.269, -0.213, 0.348], [3.475, -0.434, -0.869], [3.011, 0.971, -0.676], [2.411, 1.346, -1.504], [3.870, 1.642, -0.553], [2.399, 1.084, 0.235], [2.182, -3.632, -2.512], [1.952, -3.354, -3.544], [1.225, -3.759, -1.982], [2.659, -4.617, -2.568], [-1.752, 3.932, 0.681], [-0.477, 2.650, 0.646], [0.836, 3.478, 1.565], [0.018, 2.566, -0.794], [-1.476, 4.629, 1.483], [-2.741, 3.497, 0.888], [-1.746, 4.428, -0.299], [1.551, 2.752, 1.975], [0.405, 4.072, 2.382], [1.334, 4.123, 0.832]],
  "multiplicity": 3,
  "e_lumo_ev": [2.46, 2.45],
  "total_charge": -1
}

---

Entry 3:
{
  "formula": "C30H39N5O4S2",
  "method": "wB97M-V/def2-TZVPD",
  "species": ["C", "C", "C", "C", "N", "C", "O", "C", "C", "N", "C", "C", "O", "N", "C", "C", "C", "C", "C", "C", "S", "O", "O", "N", "C", "C", "C", "C", "C", "C", "S", "C", "N", "C", "C", "C", "C", "C", "C", "C", "C", "H", "H", "H", "H", "H", "H", "H", "H", "H", "H", "H", "H", "H", "H", "H", "H", "H", "H", "H", "H", "H", "H", "H", "H", "H", "H", "H", "H", "H", "H", "H", "H", "H", "H", "H", "H", "H", "H", "H"],
  "xyz": [[6.690, -2.815, -4.143], [6.925, -1.506, -3.400], [5.620, -0.906, -2.883], [5.858, 0.412, -2.147], [4.620, 0.993, -1.693], [4.340, 1.232, -0.406], [5.133, 1.013, 0.512], [3.000, 1.801, -0.143], [2.653, 2.187, 1.130], [3.449, 2.123, 2.191], [1.269, 2.761, 1.282], [0.545, 2.026, 2.419], [0.979, 2.132, 3.549], [-0.511, 1.284, 2.038], [-1.382, 0.542, 2.842], [-1.368, 0.602, 4.234], [-2.286, -0.129, 4.959], [-3.238, -0.947, 4.349], [-4.205, -1.703, 5.205], [-3.223, -1.007, 2.961], [-4.281, -2.031, 1.920], [-5.432, -2.517, 2.635], [-4.528, -1.312, 0.705], [-3.182, -3.245, 1.552], [-2.902, -4.153, 2.645], [-3.977, -5.229, 2.808], [-4.167, -5.971, 1.487], [-4.510, -4.968, 0.387], [-3.408, -3.915, 0.286], [-2.316, -0.275, 2.218], [0.493, 2.680, -0.355], [2.000, 2.018, -1.143], [2.153, 1.837, -2.381], [1.246, 2.022, -3.404], [-0.106, 1.709, -3.297], [-0.952, 1.879, -4.375], [-0.472, 2.369, -5.581], [-1.381, 2.584, -6.753], [0.883, 2.664, -5.685], [1.755, 2.491, -4.627], [3.213, 2.808, -4.760], [6.226, -3.548, -3.486], [6.034, -2.658, -4.996], [7.630, -3.225, -4.504], [7.410, -0.791, -4.069], [7.598, -1.681, -2.558], [4.942, -0.731, -3.722], [5.135, -1.611, -2.205], [6.367, 1.120, -2.813], [6.483, 0.251, -1.265], [3.882, 1.197, -2.365], [3.060, 2.258, 3.113], [4.343, 1.656, 2.016], [1.339, 3.812, 1.583], [-0.714, 1.268, 1.042], [-0.645, 1.223, 4.737], [-2.274, -0.065, 6.037], [-3.686, -2.486, 5.759], [-4.655, -1.030, 5.934], [-4.988, -2.152, 4.605], [-2.814, -3.551, 3.550], [-1.931, -4.619, 2.442], [-3.684, -5.920, 3.600], [-4.913, -4.746, 3.091], [-4.964, -6.710, 1.584], [-3.246, -6.498, 1.225], [-4.623, -5.474, -0.574], [-5.449, -4.467, 0.630], [-3.675, -3.139, -0.432], [-2.462, -4.377, -0.018], [-2.372, -0.347, 1.143], [-0.490, 1.305, -2.372], [-1.998, 1.628, -4.274], [-1.491, 3.650, -6.951], [-2.366, 2.167, -6.564], [-0.969, 2.121, -7.648], [1.267, 3.040, -6.624], [3.414, 3.309, -5.704], [3.802, 1.891, -4.722], [3.543, 3.447, -3.943]],
  "smiles": "CCCCNC(=O)C1=C(N)[C@H](C(=O)Nc2ccc(C)c(S(=O)(=O)N3CCCCC3)c2)S/C1=N\\c1ccc(C)cc1C",
  "multiplicity": 1,
  "e_lumo_ev": 0.37,
  "total_charge": 0
}

---

Entry 4:
{
  "formula": "C30H40Cl3N5O6SSi2Ti",
  "method": "wB97M-V/def2-TZVPD",
  "species": ["Ti", "C", "Si", "C", "C", "N", "C", "C", "C", "C", "C", "C", "N", "Si", "C", "C", "C", "H", "H", "H", "H", "H", "H", "H", "H", "H", "H", "H", "H", "H", "H", "H", "H", "H", "H", "H", "H", "H", "H", "O", "Cl", "O", "O", "O", "Cl", "C", "C", "C", "C", "C", "Cl", "C", "N", "C", "C", "C", "C", "C", "C", "C", "C", "O", "O", "H", "H", "H", "H", "H", "H", "H", "H", "H", "H", "C", "N", "C", "C", "N", "C", "S", "H", "H", "H", "H", "H", "H", "H", "H"],
  "xyz": [[0.427, -0.404, 0.033], [-0.454, 1.811, 4.226], [-0.726, 0.229, 3.241], [-0.943, -1.276, 4.333], [-2.318, 0.516, 2.317], [0.637, -0.009, 2.139], [1.903, 0.034, 2.552], [2.345, 0.050, 3.909], [3.671, 0.108, 4.218], [4.653, 0.145, 3.194], [4.294, 0.104, 1.881], [2.920, 0.037, 1.499], [2.444, -0.034, 0.270], [3.142, -0.187, -1.370], [3.673, -1.886, -1.975], [4.869, 0.658, -1.231], [2.468, 1.042, -2.666], [-1.307, 1.968, 4.892], [-0.422, 2.653, 3.529], [0.454, 1.841, 4.825], [-1.828, -1.159, 4.965], [-0.086, -1.489, 4.973], [-1.107, -2.137, 3.679], [-2.972, 1.103, 2.969], [-2.842, -0.413, 2.095], [-2.191, 1.079, 1.392], [1.614, -0.011, 4.701], [3.982, 0.108, 5.255], [5.701, 0.189, 3.464], [5.050, 0.105, 1.113], [3.802, -2.550, -1.115], [4.632, -1.808, -2.493], [2.946, -2.348, -2.642], [5.620, 0.002, -0.783], [4.861, 1.598, -0.672], [5.224, 0.881, -2.242], [0.879, -0.002, -2.901], [3.261, 1.128, -3.419], [2.417, 2.023, -2.170], [1.242, 0.785, -3.342], [-1.246, 1.461, -1.726], [-2.691, 1.498, -1.237], [1.048, -1.023, -1.448], [-0.273, 1.334, -0.444], [-5.269, 0.876, -3.034], [-5.875, 1.843, -1.731], [-6.574, 3.000, -2.029], [-7.093, 3.763, -0.996], [-6.913, 3.371, 0.319], [-6.194, 2.219, 0.595], [-5.978, 1.752, 2.248], [-5.651, 1.425, -0.416], [-4.888, 0.279, -0.139], [-5.477, -0.971, 0.008], [-6.818, -1.085, 0.389], [-7.395, -2.325, 0.596], [-6.653, -3.483, 0.423], [-5.332, -3.371, 0.017], [-4.729, -2.141, -0.209], [-3.309, -2.094, -0.705], [-2.239, -2.157, 0.389], [-2.351, -2.913, 1.334], [-1.222, -1.389, 0.153], [-6.710, 3.288, -3.062], [-7.643, 4.668, -1.218], [-7.313, 3.953, 1.137], [-3.942, 0.340, -0.506], [-7.407, -0.189, 0.536], [-8.434, -2.382, 0.898], [-7.095, -4.457, 0.591], [-4.739, -4.265, -0.139], [-3.118, -1.233, -1.346], [-3.146, -2.984, -1.320], [-0.518, -5.392, 1.848], [-0.218, -4.945, 0.514], [-0.958, -5.422, -0.639], [-0.516, -4.453, -1.746], [0.663, -3.827, -1.163], [0.673, -3.996, 0.182], [1.635, -3.119, 1.240], [-1.582, -5.259, 2.046], [0.047, -4.779, 2.545], [-0.242, -6.444, 1.978], [-2.032, -5.379, -0.441], [-0.691, -6.459, -0.869], [-1.283, -3.703, -1.958], [-0.277, -4.970, -2.674], [0.944, -2.897, -1.480]],
  "multiplicity": 2,
  "e_lumo_ev": [2.47, 1.09],
  "total_charge": -1
}

---

Question: Number 3 is which compound?
Answer: C30H39N5O4S2